# 1
A structure of composition C10H30N2O6Pd in a non-equilibrium geometry, computed with ωB97M-V/def2-TZVPD.

XYZ file:
```
49
Properties=species:S:1:pos:R:3:forces:R:3:lowdin_charge:R:1
Pd 0.7342 0.3517 0.4369 -1.19 0.14 0.97 1.00
O -1.3092 0.6881 0.7621 0.25 0.34 -0.10 -0.43
H -1.4493 1.6421 0.7046 -0.11 -0.11 0.02 -0.09
O 0.7946 -1.4895 1.4991 0.54 0.28 -0.31 -0.43
H 0.7344 -1.2298 2.4256 -0.16 -0.15 -0.16 -0.07
C 1.9744 4.7661 0.3684 -0.49 0.58 0.50 -0.06
C 1.9674 3.2781 0.6141 -0.29 -0.63 0.00 -0.41
C 1.6149 2.9741 2.0541 0.00 0.28 0.10 -0.21
O 1.5837 1.5779 2.2474 0.33 0.33 0.35 -0.27
C 1.5070 1.2488 3.6337 -0.10 -0.09 -0.42 -0.05
N 0.9876 2.5622 -0.2580 0.76 0.88 -0.05 0.02
H 1.9790 5.0049 -0.6934 0.37 0.05 0.00 0.08
H 2.7684 5.2703 0.9221 0.26 -0.06 -0.35 0.09
H 1.0602 5.2214 0.7762 -0.05 -0.21 -0.15 0.09
H 2.9535 2.8453 0.4285 -0.02 -0.01 -0.16 0.14
H 0.6536 3.4527 2.3009 -0.10 -0.30 -0.01 0.14
H 2.3540 3.4259 2.7290 0.08 -0.04 -0.09 0.14
H 2.3978 1.6105 4.1520 -0.01 0.08 0.04 0.09
H 1.4789 0.1667 3.6900 -0.10 -0.02 0.11 0.08
H 0.6037 1.6959 4.0504 -0.02 -0.13 0.19 0.10
H 1.3527 2.6397 -1.2046 -0.24 -0.16 -0.06 0.09
H 0.1427 3.1314 -0.2401 -0.20 -0.36 -0.10 0.09
C -2.0037 -4.2043 -0.5302 -0.17 0.17 -0.52 -0.07
C -2.0115 -2.6869 -0.2943 1.03 -0.80 0.62 -0.44
C -3.2293 -1.9968 -0.8251 -0.62 0.33 0.68 -0.23
O -3.5219 -2.3900 -2.1498 0.38 0.18 -0.37 -0.19
C -4.5068 -1.5787 -2.7192 -0.02 0.66 0.24 -0.14
N -1.8458 -2.3624 1.1464 0.52 -0.43 -0.59 0.03
H -1.0058 -4.6130 -0.3605 -0.06 0.03 0.36 0.07
H -2.2442 -4.4609 -1.5673 -0.15 0.13 0.09 0.07
H -2.7387 -4.6937 0.1142 0.08 -0.06 0.04 0.08
H -1.1036 -2.3048 -0.7802 -0.30 0.19 -0.34 0.11
H -3.0744 -0.9122 -0.7194 0.05 -0.06 -0.26 0.11
H -4.0915 -2.2227 -0.1714 0.12 -0.14 -0.07 0.13
H -4.2578 -0.5066 -2.6220 0.09 -0.17 0.03 0.08
H -5.4663 -1.7063 -2.1994 -0.08 -0.14 -0.27 0.09
H -4.5706 -1.7847 -3.7849 -0.21 -0.29 0.02 0.08
H -1.8016 -3.2528 1.6408 -0.16 0.15 0.03 0.05
H -0.8660 -2.0042 1.2169 -0.83 0.05 0.45 0.00
C 2.9103 -0.6145 -1.5873 -0.48 1.11 -0.20 -0.20
C 1.5969 -1.2679 -1.9988 0.70 -0.61 0.69 -0.23
O 0.4746 -0.4237 -1.7721 0.64 -0.13 -0.74 -0.11
O 2.8595 -0.0424 -0.2617 0.59 -0.89 -0.67 -0.14
H 3.0711 0.2396 -2.2616 0.18 -0.28 -0.17 0.12
H 3.7148 -1.3411 -1.7021 0.05 -0.02 0.15 0.13
H 1.4578 -2.2011 -1.4430 -0.07 0.10 0.07 0.13
H 1.7447 -1.5269 -3.0498 -0.29 0.06 -0.07 0.13
H -0.0466 -0.4314 -2.5797 -0.46 0.17 0.29 0.11
H 3.6721 0.4556 -0.1373 -0.03 0.02 0.20 0.10
```
Forces are in eV/Å.

Properties
- LUMO energy (alpha / beta): -0.001 / -0.001 hartree
- Orbital gap (alpha / beta): 0.2508 / 0.2683 Ha
- ΔE to the lowest compared entry with this formula, charge and spin: 4.0 kcal per mole
- HOMO energy (alpha / beta): -6.86 / -7.33 eV
- Multiplicity: 3
- Charge: 0



# 2
A cluster of 6 separate species, C10H30NO13 in total in a non-equilibrium geometry, computed with ωB97M-V/def2-TZVPD.

XYZ file:
```
54
Properties=species:S:1:pos:R:3:forces:R:3:lowdin_charge:R:1
N -1.0275 -0.4560 0.0567 0.52 -0.92 1.52 -0.59
O -0.9284 0.2911 -0.8794 0.14 1.90 -2.92 -0.02
O -0.7284 -1.6389 -0.0285 0.23 -1.95 -0.33 -0.01
O -1.3631 -0.0283 1.1402 -0.74 1.09 2.34 0.02
C 0.8175 0.8373 4.2546 -2.36 -0.07 -0.53 -0.19
C 0.1210 -0.5452 4.4519 1.10 -0.51 0.00 -0.22
O 0.5897 -1.5361 3.5276 0.46 0.19 0.53 -0.08
O 0.1869 1.5194 3.1423 0.78 0.06 0.51 -0.10
H 1.9009 0.7933 4.1429 0.00 -0.46 -0.14 0.11
H 0.5918 1.4779 5.1072 0.07 -0.08 0.20 0.11
H -0.9663 -0.6184 4.4726 -0.19 1.11 -0.40 0.12
H 0.3602 -0.9108 5.4505 0.54 -0.15 0.06 0.10
H 0.1605 -1.4635 2.6720 -0.46 0.20 -0.13 0.05
H 0.0040 0.8643 2.4647 -0.28 -0.16 -0.40 0.03
C 2.7026 -0.8669 0.6952 -0.51 1.17 0.07 -0.23
C 2.6857 -0.0504 -0.6086 1.04 -1.00 -0.44 -0.20
O 3.5860 1.0725 -0.4232 -0.46 -0.31 0.04 -0.08
O 3.9908 -1.3801 0.9987 -0.23 -0.34 -0.10 -0.06
H 1.9778 -1.6755 0.7892 0.21 -0.19 -0.72 0.10
H 2.3443 -0.1658 1.4490 0.30 0.21 0.50 0.10
H 1.7242 0.2427 -1.0302 -0.29 0.27 0.76 0.10
H 3.0996 -0.6781 -1.3978 0.18 -0.24 -0.06 0.12
H 4.1654 1.0915 -1.1883 -0.05 0.10 0.05 0.07
H 4.6102 -0.6637 1.1562 -0.23 0.30 -0.12 0.08
C -0.4631 -5.3447 -0.1624 0.94 -0.45 1.62 -0.26
C 0.8312 -4.5477 -0.4210 -1.60 -0.11 -1.35 -0.22
O 0.4911 -3.5450 -1.4047 1.08 -0.89 0.74 -0.09
O -1.4542 -4.7327 0.6504 -0.01 0.34 -0.44 -0.07
H -0.1951 -6.1682 0.4996 0.22 -0.56 -0.36 0.11
H -0.8531 -5.7307 -1.1042 -0.06 0.14 -0.12 0.11
H 1.5341 -5.2464 -0.8746 0.13 0.03 -0.12 0.11
H 1.2964 -4.1471 0.4797 -0.21 0.19 0.13 0.11
H 0.0667 -2.8662 -0.8748 -0.24 0.84 -0.34 0.00
H -1.7884 -3.9442 0.2165 0.02 0.32 -0.09 0.07
C -2.5364 0.6527 -3.9693 0.74 1.34 -0.61 -0.24
C -1.2335 1.4820 -4.0405 -1.27 0.04 -1.32 -0.28
O -0.1851 0.7169 -3.6028 1.44 -0.32 0.43 -0.05
O -3.0025 0.7773 -2.6513 -1.18 -0.30 -0.42 -0.07
H -2.4007 -0.3744 -4.3081 0.52 -0.27 0.34 0.12
H -3.2164 1.0403 -4.7280 -0.68 0.45 0.53 0.10
H -1.3361 2.3918 -3.4490 -0.36 0.09 0.29 0.11
H -1.0283 1.8544 -5.0441 0.11 -0.33 -0.35 0.11
H -0.3290 0.6525 -2.6558 0.50 -0.54 0.47 0.03
H -2.3007 0.4470 -2.0857 0.13 -0.14 0.53 0.03
C -0.9001 3.4346 0.0208 -1.54 0.40 -1.01 -0.23
C -1.6520 4.4962 -0.9266 1.48 -0.31 2.17 -0.21
O -2.5017 5.3171 -0.1269 -0.53 -0.17 -0.32 -0.09
O -0.2308 3.9813 1.1317 0.18 1.12 -0.33 -0.07
H -0.2256 2.8127 -0.5678 -0.08 -0.08 -0.17 0.10
H -1.7333 2.8459 0.4047 0.06 -0.47 -0.20 0.11
H -2.2511 3.9380 -1.6460 0.02 0.11 0.09 0.10
H -0.9508 5.1771 -1.4092 0.27 -0.30 -0.44 0.10
H -1.9393 5.8346 0.4541 0.13 -0.15 0.13 0.07
H -0.1179 3.2825 1.7802 0.04 -0.21 0.23 0.05
```
Forces are in eV/Å.

Properties
- LUMO energy: 0.103 hartree
- Orbital gap: 0.3534 Ha
- ΔE to the lowest compared entry with this formula, charge and spin: 26.4 kcal per mole
- HOMO energy: -6.81 eV
- Charge: -1



# 3
A cluster of 5 separate species, C10H30O5 in total in a non-equilibrium geometry, computed with ωB97M-V/def2-TZVPD.

XYZ file:
```
45
Properties=species:S:1:pos:R:3:forces:R:3:lowdin_charge:R:1
C -4.5548 2.1469 2.7051 -0.42 -0.31 0.84 -0.12
C -4.7427 1.9763 1.2453 1.04 -0.93 0.31 -0.34
O -4.9654 0.6067 0.9327 -0.71 0.00 -0.50 -0.08
H -4.4172 3.2214 2.8253 -0.20 -0.01 0.83 0.08
H -3.6780 1.6028 3.0564 0.23 0.17 -0.09 0.07
H -5.3954 1.6830 3.2211 -0.18 0.60 0.37 0.08
H -3.7703 2.3486 0.9228 -0.26 0.10 -1.42 0.11
H -5.6061 2.5565 0.9195 0.24 -0.09 -0.42 0.12
H -4.1766 0.0747 0.8050 0.29 0.43 0.07 0.08
C 5.1812 4.5989 -1.5839 -1.74 -0.63 -0.50 -0.12
C 6.4001 5.3731 -1.7438 0.13 1.74 -0.69 -0.36
O 6.5617 6.3627 -0.7333 1.42 -0.54 0.74 -0.07
H 5.2984 3.7462 -2.2527 -0.41 -0.43 0.32 0.08
H 4.3490 5.1742 -1.9896 -0.38 -0.07 0.31 0.08
H 4.9778 4.3305 -0.5472 0.09 -0.29 -0.13 0.09
H 6.3194 5.9415 -2.6703 0.27 -0.28 -0.50 0.11
H 7.1932 4.6385 -1.8838 0.86 0.81 0.89 0.12
H 5.8072 6.9483 -0.6363 -0.23 -0.31 -0.44 0.08
C -2.5043 -3.3945 4.8685 -0.22 0.24 -1.64 -0.10
C -1.7398 -2.4928 5.8234 -1.41 -1.39 0.14 -0.30
O -1.8661 -3.1738 7.0818 0.94 0.55 0.01 -0.09
H -1.9153 -4.2361 4.5040 0.36 0.13 0.12 0.07
H -2.7797 -2.8061 3.9932 0.17 0.04 -0.34 0.06
H -3.4512 -3.8654 5.1325 0.04 0.47 1.02 0.07
H -2.1774 -1.4968 5.8918 -0.08 0.07 -0.01 0.10
H -0.7241 -2.3995 5.4390 0.23 -0.05 0.36 0.11
H -1.1077 -2.9170 7.6114 -0.03 -0.04 0.34 0.07
C 0.7091 -3.1085 -6.3391 0.32 0.26 0.27 -0.11
C -0.1657 -3.5433 -5.1985 -0.10 -0.65 -1.37 -0.35
O -0.8431 -2.4536 -4.6268 -0.01 0.02 0.72 -0.07
H 1.3396 -2.3203 -5.9275 0.37 0.12 -0.59 0.08
H 0.0715 -2.7608 -7.1520 0.18 0.31 -0.08 0.08
H 1.2924 -3.9474 -6.7187 0.17 0.13 0.04 0.08
H 0.4368 -4.1036 -4.4836 -0.34 0.26 0.42 0.11
H -0.8542 -4.2158 -5.7101 -0.53 -0.45 0.69 0.10
H -0.9037 -1.7521 -5.2793 -0.03 0.01 -0.07 0.08
C 1.3628 -0.5940 -0.5848 0.59 0.68 0.86 -0.10
C 0.3951 -1.0590 0.4967 0.39 -0.48 -0.44 -0.32
O -0.8149 -1.4350 -0.1529 0.12 0.14 0.29 -0.08
H 2.2606 -0.1867 -0.1199 0.11 0.13 0.02 0.07
H 0.9183 0.2046 -1.1787 -0.03 -0.07 -0.09 0.08
H 1.7280 -1.3961 -1.2263 -0.37 -0.18 -0.05 0.08
H 0.2106 -0.3317 1.2872 -0.20 0.32 -0.33 0.11
H 0.8244 -1.9197 1.0095 0.06 -0.25 0.08 0.10
H -0.4831 -1.6260 -1.0332 -0.71 -0.29 -0.34 0.06
```
Forces are in eV/Å.

Properties
- LUMO energy: 0.021 hartree
- Orbital gap: 0.3877 Ha
- ΔE to the lowest compared entry with this formula, charge and spin: 49.8 kcal per mole
- HOMO energy: -9.98 eV
- Charge: 0



# 4
A structure of composition C10H31CrO6 in a non-equilibrium geometry, computed with ωB97M-V/def2-TZVPD.

XYZ file:
```
48
Properties=species:S:1:pos:R:3:forces:R:3:lowdin_charge:R:1
Cr 2.0331 0.0702 -1.0223 -2.33 -0.36 1.25 1.08
O 0.0097 -0.1445 -0.9078 1.46 0.30 -0.40 -0.36
H -0.6259 0.5186 -0.6103 0.43 0.26 -0.14 0.01
C 0.1834 2.0848 1.9399 0.41 -0.54 0.21 -0.05
C 1.6014 2.5384 1.5304 -1.54 0.33 -0.23 -0.22
O 2.1907 1.4785 0.7649 0.74 -0.98 -0.45 -0.16
H 0.1008 0.9974 1.8978 0.22 -0.04 -0.16 0.05
H -0.5815 2.4852 1.2763 0.00 0.15 0.12 0.08
H -0.0497 2.3108 2.9797 -0.02 0.42 -0.11 0.09
H 2.2021 2.8334 2.3877 0.20 -0.24 -0.13 0.13
H 1.4510 3.3796 0.8529 0.48 0.23 0.16 0.11
H 3.1525 1.4389 0.7926 0.04 0.70 0.73 0.10
C 0.1362 3.1287 -2.3759 0.49 -0.80 0.33 -0.03
C 1.0459 2.0715 -3.0103 -1.88 0.60 -0.91 -0.27
O 2.1711 1.9375 -2.1650 1.62 -0.99 0.54 -0.14
H -0.7567 3.3540 -2.9544 0.00 -0.15 0.08 0.09
H 0.6544 4.0459 -2.0968 0.16 0.03 -0.43 0.09
H -0.0905 2.6384 -1.4257 -0.66 0.35 0.09 0.06
H 1.3800 2.2838 -4.0274 -0.08 0.12 0.07 0.13
H 0.5440 1.1011 -3.0042 -0.23 0.21 -0.29 0.10
H 2.9189 2.1924 -2.7171 0.37 -0.03 0.44 0.13
C -2.8821 -1.9391 2.1079 0.18 0.76 0.94 -0.07
C -1.7874 -0.9201 1.8190 -0.42 -1.81 -0.40 -0.31
O -0.7091 -1.6283 1.1932 0.55 0.47 -0.25 -0.13
H -3.0350 -2.6023 1.2629 -0.16 0.04 0.02 0.07
H -3.7685 -1.3622 2.3812 -0.30 -0.32 -0.20 0.08
H -2.5998 -2.4894 3.0060 -0.06 -0.36 -0.19 0.08
H -1.4477 -0.5040 2.7679 -0.08 0.60 -0.27 0.11
H -2.2062 -0.2429 1.0725 0.25 0.69 0.43 0.10
H -0.5572 -1.1370 0.3570 0.21 -0.45 0.09 0.01
C 3.2445 -1.5632 2.4848 -0.64 1.58 1.10 -0.07
C 2.9336 -2.4289 1.2949 1.15 -0.16 0.87 -0.25
O 2.0654 -1.6945 0.4313 -0.43 0.14 -1.05 -0.15
H 3.3963 -1.9479 3.4942 0.63 -0.97 -0.47 0.09
H 2.3261 -1.0121 2.7162 -0.13 0.20 -0.37 0.08
H 3.9960 -0.7894 2.3162 0.16 -0.16 -0.17 0.07
H 2.4801 -3.3411 1.6826 -0.32 -0.06 -0.61 0.13
H 3.8237 -2.6843 0.7212 -0.07 -0.12 0.03 0.12
H 1.1670 -1.8860 0.7573 -0.43 0.45 -0.11 0.07
C -3.5438 -1.4378 -1.6197 -1.41 0.03 0.35 -0.09
C -2.7705 -1.4198 -2.9053 0.56 0.12 0.64 -0.31
O -1.4361 -1.8101 -2.5993 0.25 -0.04 -0.95 -0.10
H -3.1550 -0.7444 -0.8728 0.16 0.36 -0.24 0.05
H -3.5906 -2.3807 -1.0766 0.22 -0.35 -0.49 0.07
H -4.5795 -1.1517 -1.8246 -0.06 0.10 0.18 0.08
H -2.8618 -0.4212 -3.3473 0.42 0.24 0.09 0.10
H -3.1728 -2.0547 -3.6943 0.12 -0.48 0.34 0.11
H -1.0006 -1.1517 -2.0315 -0.24 -0.07 -0.10 0.01
```
Forces are in eV/Å.

Properties
- LUMO energy (alpha / beta): -0.177 / -0.165 hartree
- Orbital gap (alpha / beta): 0.2617 / 0.2732 Ha
- HOMO energy (alpha / beta): -11.93 / -11.93 eV
- Multiplicity: 5
- Charge: +1



# 5
A structure of composition C10H32BFeO12S2 in a non-equilibrium geometry, computed with ωB97M-V/def2-TZVPD.

XYZ file:
```
58
Properties=species:S:1:pos:R:3:forces:R:3:lowdin_charge:R:1
Fe -23.2309 -29.5796 7.0092 0.67 -1.73 0.02 0.92
S -20.0809 -30.6418 7.4121 -0.57 1.38 1.66 0.30
O -19.8156 -30.5167 8.8410 0.46 0.09 -0.78 -0.24
O -21.3837 -30.0363 7.1209 0.93 0.34 -0.24 -0.39
O -19.0402 -29.9592 6.5838 -0.03 -0.48 0.33 -0.15
O -20.1016 -32.0054 6.9646 0.71 -1.66 -0.81 -0.16
S -25.1400 -31.2759 7.7121 -3.09 -5.39 1.72 0.29
O -23.7037 -31.2677 7.8327 6.18 -2.51 2.85 -0.36
O -25.0567 -29.9995 7.0017 -4.94 4.79 -2.54 -0.38
O -25.5107 -32.4362 6.9168 -0.50 1.03 -0.54 -0.32
O -25.8523 -31.3138 9.0000 0.69 1.40 -1.23 -0.32
B -23.2721 -27.6047 6.2222 -0.17 1.37 -0.78 -0.37
H -23.9298 -27.9890 6.9864 -3.09 -0.43 2.71 -0.03
H -23.7748 -27.6308 5.2678 -1.65 -0.11 -3.40 -0.01
H -22.9004 -26.6380 6.5248 1.09 3.41 1.08 0.02
H -22.4006 -28.2386 6.1672 3.60 -1.93 -0.70 -0.01
C -23.5019 -30.0196 3.8881 0.40 -0.81 0.44 -0.04
O -23.0935 -30.5908 5.1860 -0.73 0.91 -1.83 -0.16
H -22.6958 -29.4027 3.4908 0.05 -0.10 0.00 0.09
H -23.6934 -30.8928 3.2645 -0.07 0.31 -0.32 0.09
H -24.3996 -29.4037 3.9431 0.06 -0.29 0.54 0.09
H -22.6702 -31.4298 4.9898 0.12 -0.09 0.55 0.12
C -27.4851 -27.1300 5.6709 -1.30 -1.28 1.26 -0.06
C -26.7495 -25.8419 5.5913 0.03 -0.91 -0.73 -0.47
C -26.4527 -25.3186 6.9894 0.07 -0.02 -0.48 -0.04
O -25.6480 -26.0823 4.7402 0.39 1.06 -0.11 -0.08
H -28.2224 -26.9884 6.4611 -0.62 -0.32 -0.16 0.08
H -26.8922 -27.9644 6.0456 0.65 0.22 0.22 0.08
H -27.9458 -27.5862 4.7947 -0.10 0.78 -0.34 0.09
H -27.3293 -25.1045 5.0362 -0.15 0.17 0.16 0.14
H -25.8274 -24.4347 6.8636 -0.06 0.08 0.53 0.09
H -25.9990 -26.0591 7.6482 0.44 -0.10 -0.28 0.07
H -27.4107 -25.1173 7.4687 0.02 0.52 -0.07 0.08
H -25.0152 -26.6987 5.1159 0.23 -0.29 0.40 0.03
C -23.0346 -25.7828 1.0007 0.76 0.59 0.63 -0.06
C -23.6397 -25.9040 2.3954 0.48 0.43 1.20 -0.48
C -22.7831 -25.2598 3.5389 1.56 0.23 -1.07 -0.05
O -24.9161 -25.3158 2.3506 0.04 0.06 -1.14 -0.06
H -22.0360 -26.2184 0.9689 -0.05 -0.45 0.01 0.07
H -22.8258 -24.7315 0.8027 -0.42 0.21 -0.23 0.07
H -23.6673 -26.2096 0.2225 -0.02 0.04 0.17 0.08
H -23.6512 -26.9629 2.6537 -0.56 -0.40 -0.04 0.11
H -22.3903 -24.2891 3.2362 -0.70 0.61 -0.09 0.07
H -21.8088 -25.7419 3.6185 0.04 -0.84 -0.06 0.07
H -23.1053 -25.2053 4.5788 -0.81 -0.16 -0.46 0.05
H -25.4037 -25.5837 3.1330 -0.05 -0.09 0.60 0.03
C -23.9119 -29.4398 10.8322 -1.61 0.72 -0.20 -0.02
C -23.9629 -28.4384 9.6864 0.31 0.11 0.92 -0.45
C -23.8297 -26.9697 10.0858 -0.45 -0.28 -0.59 -0.03
O -22.8955 -28.7784 8.8160 0.47 0.68 0.55 -0.13
H -24.1742 -30.4262 10.4497 0.44 -0.05 0.13 0.07
H -24.7623 -29.1256 11.4374 0.01 -0.26 0.59 0.09
H -23.0036 -29.3834 11.4320 0.10 -0.07 -0.20 0.09
H -24.8776 -28.5316 9.1010 -0.03 -0.30 0.11 0.14
H -22.9246 -26.7195 10.6392 -0.02 -0.22 0.22 0.08
H -24.7311 -26.6962 10.6343 0.17 0.21 0.21 0.09
H -23.8105 -26.4053 9.1535 -0.01 0.22 0.03 0.07
H -22.0961 -28.6210 9.3237 0.62 -0.41 -0.42 0.13
```
Forces are in eV/Å.

Properties
- LUMO energy (alpha / beta): 0.097 / -0.033 hartree
- Orbital gap (alpha / beta): 0.3315 / 0.2000 Ha
- HOMO energy (alpha / beta): -6.38 / -6.34 eV
- Multiplicity: 7
- Charge: -1



Per-record total energy, hartree: -1087.6725; -1431.7650; -775.0811; -1895.2160; -3387.9360